1.
This record from the Open Molecules 2025 dataset describes one molecule with the formula C5H8O. The level of theory is ωB97M-V/def2-TZVPD.

CARTESIAN COORDINATES (ANGSTROEM)
O -2.169 -0.074 -0.676
C -1.615 0.997 -0.048
C -0.538 0.794 0.687
C 0.204 -0.495 0.648
C 1.343 0.170 -0.249
C 0.879 -1.191 -0.515
H -1.678 -0.806 -0.247
H -2.108 1.949 -0.177
H -0.034 1.574 1.252
H 0.467 -0.919 1.622
H 1.077 0.925 -1.001
H 2.207 0.430 0.330
H 0.373 -1.416 -1.444
H 1.591 -1.939 -0.182

max |F|	1.72	eV/A
net charge	0
E_LUMO	1.08	eV
structure (SMILES)	O/C=C\C1CC1
relative energy (zero: lowest compared OMol25 entry of this formula, charge and spin)	75.08	kcal per mole

2.
This record from the Open Molecules 2025 dataset describes one molecule with the formula C5H8O. The level of theory is ωB97M-V/def2-TZVPD.

CARTESIAN COORDINATES (ANGSTROEM)
C -2.014 0.311 0.855
C -0.842 -0.644 1.149
C 0.269 -0.680 0.387
C 0.576 0.271 -0.715
C 2.001 0.247 -1.233
O -0.270 1.032 -1.174
H -2.642 0.522 1.926
H -2.733 -0.318 0.038
H -1.653 1.341 0.242
H -0.961 -1.353 1.975
H 1.028 -1.468 0.565
H 2.389 -0.794 -1.462
H 2.169 0.832 -2.113
H 2.684 0.700 -0.441

max |F|	3.89	eV/A
net charge	0
E_LUMO	0.50	eV
structure (SMILES)	C/C=C\C(C)=O
relative energy (zero: lowest compared OMol25 entry of this formula, charge and spin)	46.54	kcal per mole

3.
This record from the Open Molecules 2025 dataset describes one molecule with the formula C5H8O. The level of theory is ωB97M-V/def2-TZVPD.

CARTESIAN COORDINATES (ANGSTROEM)
O -0.657 -1.531 -1.330
C 0.367 -0.873 -0.626
C 0.567 0.647 -0.893
C 0.428 0.899 0.605
C -0.896 0.400 1.094
C 0.207 -0.583 0.871
H -1.401 -0.920 -1.409
H 1.276 -1.453 -0.815
H -0.199 1.118 -1.523
H 1.549 0.887 -1.309
H 1.025 1.596 1.183
H -1.769 0.395 0.440
H -1.127 0.617 2.134
H 0.616 -1.191 1.672

max |F|	0.32	eV/A
net charge	0
E_LUMO	1.06	eV
structure (SMILES)	O[C@H]1C[C@H]2C[C@H]21
relative energy (zero: lowest compared OMol25 entry of this formula, charge and spin)	43.17	kcal per mole